This record from OMol25 describes a cluster of 3 separate species, C12H20ClF2NO6P in total. The level of theory is wB97M-V/def2-TZVPD.

Each line ends with the natural charge from an NBO analysis.
Element x y z (Å)
C (-0.96, -0.78, 2.24)  -0.443
C (-0.73, -0.94, 1.06)  -0.272
P (-0.46, -1.22, -0.85)  0.769
C (1.22, -0.26, -0.73)  -0.522
N (2.35, -1.12, -0.39)  -0.864
C (-1.41, 0.46, -1.26)  -0.444
Cl (-1.90, 0.49, -3.01)  -0.157
C (-2.61, 0.87, -0.42)  -0.432
C (-3.71, -0.19, -0.26)  -0.614
H (-1.03, -0.75, 3.31)  0.217
H (-0.22, -1.46, -2.28)  -0.179
H (-1.70, -1.98, -0.93)  -0.143
H (0.25, -2.46, -0.53)  -0.163
H (1.39, 0.20, -1.71)  0.168
H (1.18, 0.52, 0.04)  0.174
H (2.47, -1.81, -1.13)  0.355
H (2.11, -1.62, 0.46)  0.351
H (-0.67, 1.26, -1.18)  0.192
H (-2.28, 1.22, 0.55)  0.213
H (-3.08, 1.74, -0.91)  0.180
H (-4.56, 0.24, 0.27)  0.181
H (-4.05, -0.53, -1.24)  0.204
H (-3.35, -1.06, 0.27)  0.227
C (5.06, -0.85, -4.31)  -0.126
C (4.19, -0.75, -5.55)  0.444
O (3.26, -1.80, -5.36)  -0.500
C (3.14, -2.01, -4.01)  0.963
O (2.27, -2.62, -3.50)  -0.518
O (4.15, -1.38, -3.35)  -0.477
F (4.90, -0.98, -6.69)  -0.338
H (5.88, -1.56, -4.47)  0.193
H (5.45, 0.10, -3.98)  0.206
H (3.65, 0.19, -5.66)  0.153
C (-2.26, 2.87, 6.11)  -0.128
C (-1.95, 2.47, 4.68)  0.447
O (-1.39, 1.18, 4.84)  -0.480
C (-1.90, 0.64, 5.98)  0.968
O (-1.83, -0.50, 6.28)  -0.550
O (-2.51, 1.60, 6.72)  -0.494
F (-1.03, 3.30, 4.12)  -0.322
H (-1.40, 3.34, 6.58)  0.197
H (-3.13, 3.51, 6.20)  0.202
H (-2.81, 2.41, 4.02)  0.161

Properties
Net charge: -1
Molar mass (g/mol): 378.72
Total energy (eV): -53786.2686
E_HOMO (Ha): -0.122
Lowest unoccupied orbital energy (eV): 2.366



This record from OMol25 describes the ion C5H15N2O with charge +1. The level of theory is wB97M-V/def2-TZVPD.

Each line ends with the natural charge from an NBO analysis.
Element x y z (Å)
C (-0.99, 1.50, 0.05)  -0.243
N (-0.79, 0.52, -1.01)  -0.669
C (-0.91, -0.91, -0.61)  -0.260
C (0.05, -1.36, 0.52)  0.086
C (-0.03, -2.73, 1.17)  -0.637
O (1.36, -1.22, -0.03)  -0.770
C (0.29, 2.48, -0.04)  -0.249
N (1.51, 1.70, -0.40)  -0.716
H (-1.00, 1.14, 1.11)  0.209
H (-1.90, 2.13, 0.05)  0.235
H (-1.49, 0.66, -1.73)  0.402
H (-1.86, -1.43, -0.33)  0.210
H (-0.71, -1.48, -1.55)  0.206
H (-0.02, -0.61, 1.35)  0.168
H (0.50, -3.50, 0.59)  0.233
H (0.24, -2.58, 2.22)  0.239
H (-1.09, -3.11, 1.16)  0.222
H (1.46, -1.73, -0.85)  0.482
H (0.24, 3.11, 0.82)  0.245
H (0.08, 2.95, -1.04)  0.212
H (1.15, 1.04, -1.11)  0.478
H (1.73, 1.01, 0.34)  0.463
H (2.19, 2.41, -0.69)  0.453

Properties
Net charge: +1
Molar mass (g/mol): 119.19
Total energy (eV): -10448.3853
E_HOMO (Ha): -0.508
Lowest unoccupied orbital energy (eV): -2.937
SMILES: C[C@@H](O)CNCC[NH3+]



This record from OMol25 describes the molecule C27H32N4O5. The level of theory is wB97M-V/def2-TZVPD.

Each line ends with the natural charge from an NBO analysis.
Element x y z (Å)
C (0.67, 1.12, 4.24)  -0.592
H (0.39, 0.21, 4.77)  0.216
H (1.02, 1.85, 4.97)  0.200
H (-0.22, 1.52, 3.75)  0.195
C (1.76, 0.80, 3.22)  -0.472
C (2.15, 2.02, 2.44)  0.104
C (2.83, 3.06, 3.08)  -0.227
C (3.20, 4.21, 2.41)  -0.195
C (2.89, 4.35, 1.07)  -0.219
C (2.23, 3.34, 0.41)  -0.200
C (1.86, 2.18, 1.09)  0.086
N (1.24, 1.14, 0.33)  -0.442
C (-0.06, 1.04, 0.05)  0.731
O (-0.44, 0.21, -0.77)  -0.678
C (-1.03, 1.96, 0.77)  -0.502
H (-0.47, 2.62, 1.43)  0.240
H (-1.54, 2.57, 0.02)  0.242
C (-2.06, 1.15, 1.58)  -0.493
C (-3.34, 0.79, 0.83)  0.700
O (-4.44, 1.05, 1.28)  -0.610
N (-3.12, 0.12, -0.33)  -0.645
C (-4.08, -0.41, -1.15)  0.316
N (-3.73, -1.08, -2.23)  -0.191
O (-4.88, -1.48, -2.83)  -0.281
C (-5.94, -1.05, -2.12)  0.335
C (-5.50, -0.36, -1.03)  -0.378
H (-6.06, 0.12, -0.25)  0.261
C (-7.30, -1.38, -2.60)  -0.659
H (-7.43, -2.46, -2.65)  0.233
H (-8.04, -0.96, -1.93)  0.233
H (-7.45, -0.98, -3.60)  0.233
H (-2.15, -0.01, -0.64)  0.452
H (-2.37, 1.74, 2.45)  0.242
H (-1.60, 0.23, 1.94)  0.237
C (2.11, 0.20, -0.40)  -0.159
C (3.54, 0.33, 0.00)  0.262
C (4.60, 0.80, -0.71)  -0.280
C (5.72, 0.69, 0.14)  -0.316
C (5.25, 0.16, 1.30)  0.102
O (3.93, -0.06, 1.22)  -0.393
H (5.74, -0.10, 2.22)  0.206
H (6.73, 0.97, -0.08)  0.231
H (4.59, 1.18, -1.72)  0.227
H (2.03, 0.41, -1.48)  0.223
C (1.57, -1.23, -0.11)  0.719
O (1.38, -1.60, 1.03)  -0.636
N (1.40, -1.99, -1.20)  -0.601
H (1.37, -1.55, -2.10)  0.392
C (0.73, -3.28, -1.12)  -0.060
C (-0.81, -3.11, -1.22)  -0.419
H (-1.31, -3.47, -0.33)  0.216
C (-1.24, -3.87, -2.48)  -0.409
H (-2.07, -3.38, -2.97)  0.230
H (-1.54, -4.89, -2.22)  0.192
C (0.02, -3.91, -3.34)  -0.403
H (0.16, -2.95, -3.83)  0.188
H (-0.02, -4.69, -4.10)  0.212
C (1.12, -4.15, -2.31)  -0.410
H (1.12, -5.20, -2.01)  0.209
H (2.12, -3.90, -2.68)  0.212
H (-1.04, -2.05, -1.33)  0.229
H (1.02, -3.71, -0.16)  0.228
H (2.00, 3.42, -0.64)  0.216
H (3.18, 5.25, 0.53)  0.217
H (3.72, 4.99, 2.93)  0.216
H (3.08, 2.95, 4.12)  0.211
H (2.64, 0.42, 3.74)  0.214
H (1.42, 0.01, 2.54)  0.260

Properties
Net charge: 0
Molar mass (g/mol): 492.58
Total energy (eV): -44716.7480
E_HOMO (Ha): -0.323
Lowest unoccupied orbital energy (eV): 0.620
SMILES: CCc1ccccc1N(C(=O)CCC(=O)Nc1cc(C)on1)[C@H](C(=O)NC1CCCC1)c1ccco1



This record from OMol25 describes a cluster of 3 separate species, C19H37ClN3O in total. The level of theory is wB97M-V/def2-TZVPD.

Each line ends with the natural charge from an NBO analysis.
Element x y z (Å)
O (1.24, 6.61, 2.85)  -0.468
C (1.84, 5.96, 2.04)  0.534
Cl (2.56, 6.84, 0.66)  -0.022
C (1.93, 4.42, 2.27)  -0.528
C (3.34, 3.91, 2.70)  -0.019
C (4.01, 2.94, 1.80)  -0.067
C (5.32, 2.40, 2.17)  -0.221
C (5.92, 2.85, 3.42)  0.083
N (5.27, 3.73, 4.25)  -0.438
C (4.03, 4.26, 3.91)  0.072
H (1.62, 3.86, 1.35)  0.265
H (1.21, 4.17, 3.10)  0.278
H (3.56, 2.59, 0.84)  0.268
H (5.85, 1.66, 1.53)  0.276
H (6.92, 2.45, 3.71)  0.261
H (5.72, 4.00, 5.13)  0.460
H (3.57, 4.98, 4.62)  0.261
C (3.57, -2.32, 1.73)  -0.614
C (2.20, -1.68, 1.89)  -0.215
N (1.83, -0.82, 0.77)  -0.466
C (0.65, -0.01, 1.04)  -0.204
C (-0.68, -0.72, 1.26)  -0.637
C (1.87, -1.43, -0.55)  -0.220
C (1.01, -2.67, -0.80)  -0.640
H (4.35, -1.57, 1.58)  0.193
H (3.83, -2.87, 2.64)  0.219
H (3.61, -3.03, 0.91)  0.213
H (2.23, -1.07, 2.80)  0.186
H (1.46, -2.47, 2.06)  0.171
H (0.53, 0.73, 0.23)  0.189
H (0.86, 0.60, 1.93)  0.170
H (-1.10, -1.09, 0.32)  0.210
H (-1.41, -0.03, 1.68)  0.215
H (-0.59, -1.56, 1.95)  0.211
H (2.91, -1.70, -0.77)  0.193
H (1.62, -0.68, -1.31)  0.198
H (1.06, -3.39, 0.03)  0.207
H (1.35, -3.19, -1.69)  0.221
H (-0.04, -2.41, -0.97)  0.206
C (-3.27, 0.62, -2.22)  -0.615
C (-4.45, -0.19, -2.75)  -0.214
N (-4.06, -1.31, -3.59)  -0.452
C (-5.19, -1.90, -4.31)  -0.208
C (-6.28, -2.58, -3.48)  -0.636
C (-3.12, -2.25, -3.01)  -0.216
C (-3.53, -2.95, -1.71)  -0.639
H (-2.63, 0.97, -3.04)  0.211
H (-3.63, 1.49, -1.68)  0.211
H (-2.65, 0.03, -1.53)  0.193
H (-5.07, 0.50, -3.34)  0.200
H (-5.06, -0.51, -1.90)  0.159
H (-4.80, -2.62, -5.04)  0.194
H (-5.65, -1.11, -4.91)  0.191
H (-5.96, -3.54, -3.10)  0.200
H (-7.16, -2.76, -4.11)  0.216
H (-6.61, -1.96, -2.64)  0.204
H (-2.18, -1.73, -2.83)  0.183
H (-2.87, -3.02, -3.75)  0.200
H (-3.98, -2.26, -0.99)  0.203
H (-2.64, -3.38, -1.23)  0.206
H (-4.22, -3.77, -1.89)  0.209

Properties
Net charge: +1
Molar mass (g/mol): 358.98
Total energy (eV): -39335.4562
E_HOMO (Ha): -0.347
Lowest unoccupied orbital energy (eV): -4.993



> The highest total energy belongs to which entry?

C5H15N2O



> What is the formula in the fourth record?

C19H37ClN3O



> Which value of net charge does entry 3 give?

0